{
  "formula": "C33H35CrO5Si",
  "method": "ωB97M-V with the def2-TZVPD basis set",
  "s_squared": 3.811,
  "charge": 2,
  "energy_ev": -81307.9023,
  "multiplicity": 4,
  "species": ["C", "C", "C", "C", "O", "C", "C", "O", "Si", "C", "C", "C", "H", "H", "H", "H", "H", "H", "H", "H", "H", "H", "H", "H", "H", "H", "H", "H", "H", "H", "H", "H", "O", "C", "Cr", "C", "O", "C", "O", "C", "C", "C", "C", "C", "C", "C", "C", "C", "C", "C", "C", "C", "C", "C", "C", "C", "C", "C", "C", "C", "H", "H", "H", "H", "H", "H", "H", "H", "H", "H", "H", "H", "H", "H", "H"],
  "xyz": [[5.39275, 0.74513, 0.57442], [4.30908, 1.58440, 1.25006], [2.90759, 1.16629, 0.82417], [1.82463, 2.00836, 1.48651], [0.53657, 1.35761, 1.22079], [-0.52142, 1.85148, 1.91573], [-1.00442, 3.12495, 1.78756], [-1.11740, 0.99368, 2.75220], [-1.77313, -0.54941, 2.39462], [-2.19596, -1.11521, 4.11338], [-3.25388, -0.22118, 1.31720], [-0.51565, -1.61563, 1.54161], [6.38384, 1.10306, 0.86064], [5.30936, -0.30455, 0.87128], [5.31032, 0.80316, -0.51517], [4.38435, 1.48820, 2.34030], [4.45271, 2.64503, 1.01193], [2.81834, 1.26775, -0.26773], [2.76880, 0.10080, 1.06738], [1.97096, 2.05052, 2.57653], [1.77791, 3.02663, 1.07381], [-1.90314, 3.34774, 2.34980], [-0.62012, 3.71601, 0.96754], [-2.77288, -2.04923, 4.09719], [-1.28496, -1.28886, 4.70193], [-2.79087, -0.35567, 4.63908], [-3.79750, -1.16204, 1.14953], [-3.94294, 0.49590, 1.78476], [-2.95785, 0.17941, 0.33766], [-1.01016, -2.52422, 1.16613], [-0.05351, -1.10271, 0.68807], [0.28165, -1.92848, 2.22753], [-2.40369, 10.13389, -3.47199], [-2.19359, 8.99404, -3.35948], [-1.62428, 7.22200, -2.97615], [-1.30245, 7.96899, -1.27221], [-1.06777, 8.52534, -0.27471], [0.12403, 7.85732, -3.37287], [1.14577, 8.39772, -3.52580], [-2.27620, 6.18478, -4.75897], [-3.39890, 6.48765, -3.97426], [-3.42115, 6.14676, -2.62059], [-2.34976, 5.43547, -2.03069], [-2.26260, 5.29106, -0.58303], [-2.13143, 5.48901, 0.61855], [-2.08309, 5.63317, 2.00830], [-0.82448, 5.98247, 2.64244], [0.31246, 6.22422, 1.83111], [1.56724, 6.43691, 2.39349], [1.70278, 6.51689, 3.78503], [0.58914, 6.30400, 4.60578], [-0.65272, 6.00731, 4.04537], [-3.38012, 5.76341, 2.68335], [-4.50030, 5.12890, 2.09441], [-5.77596, 5.24081, 2.64214], [-5.98061, 6.00195, 3.79938], [-4.89736, 6.67578, 4.37904], [-3.62430, 6.59503, 3.80786], [-1.23860, 5.12239, -2.84151], [-1.21042, 5.47251, -4.19326], [-2.22860, 6.50989, -5.80103], [-4.24126, 7.03015, -4.40573], [-4.25171, 6.45188, -1.97791], [0.19517, 6.22379, 0.74634], [2.43170, 6.54717, 1.73491], [2.67643, 6.73596, 4.22360], [0.68258, 6.35478, 5.69087], [-1.49612, 5.76701, 4.69069], [-4.34797, 4.54833, 1.18364], [-6.60784, 4.72505, 2.16161], [-6.97812, 6.07246, 4.23786], [-5.05116, 7.26706, 5.28408], [-2.81906, 7.20170, 4.22249], [-0.38463, 4.62734, -2.37086], [-0.33545, 5.22140, -4.79413]],
  "forces_ev_per_a": [[-0.09, 0.07, 0.08], [-0.01, 0.19, 0.15], [-0.19, -0.13, -0.33], [0.59, 0.14, -0.15], [-1.95, 0.76, 1.36], [1.55, -4.44, 1.15], [-0.46, 0.50, -0.33], [1.22, 2.94, -2.07], [-0.52, -1.68, 0.33], [-0.01, 0.06, 0.00], [-0.01, 0.28, -0.03], [0.11, 0.05, -0.09], [-0.09, -0.08, -0.05], [0.03, 0.10, -0.07], [0.03, -0.02, 0.11], [0.09, 0.05, -0.11], [0.07, -0.06, 0.05], [-0.05, -0.11, 0.22], [-0.16, 0.34, 0.00], [-0.15, -0.01, -0.30], [0.13, -0.16, 0.17], [0.23, 0.21, -0.12], [-0.08, 0.17, 0.34], [0.13, 0.19, 0.00], [-0.19, 0.00, -0.14], [0.08, -0.20, -0.13], [0.13, 0.23, 0.02], [0.11, -0.21, -0.08], [-0.08, -0.13, 0.13], [0.11, 0.22, 0.10], [-0.13, -0.19, 0.15], [-0.15, 0.07, -0.13], [0.57, -4.06, 0.12], [-0.93, 4.67, 0.11], [1.31, 1.85, -1.00], [0.63, 2.12, 3.64], [-0.76, -1.92, -3.22], [4.49, 2.51, -0.27], [-3.66, -2.20, 0.36], [-0.72, -0.56, -0.89], [-0.42, -0.22, -0.72], [-1.21, -0.05, 1.11], [0.43, -0.43, 1.09], [0.03, 0.04, -0.24], [-0.38, -0.34, -0.88], [-0.52, 1.77, 0.41], [0.55, -0.31, -0.12], [0.28, -0.21, 0.23], [-0.29, 0.06, -0.08], [-0.07, -0.08, -0.05], [-0.17, -0.01, -0.23], [0.21, -0.13, 0.04], [-0.79, 0.17, -0.14], [-0.08, 0.01, 0.27], [0.24, 0.04, 0.00], [0.27, -0.09, -0.07], [0.06, -0.16, -0.27], [-0.05, -0.22, 0.05], [0.19, -1.38, 1.07], [0.32, -0.01, -0.46], [-0.03, -0.11, 0.39], [0.31, -0.07, 0.14], [0.25, -0.16, -0.36], [0.09, -0.01, 0.28], [-0.24, 0.12, 0.30], [-0.28, -0.09, -0.09], [0.03, -0.04, -0.31], [0.37, 0.02, -0.12], [-0.13, 0.04, 0.27], [0.19, 0.17, 0.17], [0.35, 0.00, -0.12], [0.08, -0.08, -0.38], [-0.33, -0.19, -0.12], [-0.31, 0.17, -0.29], [-0.22, 0.20, 0.18]]
}



{
  "formula": "C33H35F5IrN4OP2",
  "method": "ωB97M-V with the def2-TZVPD basis set",
  "s_squared": 8.810,
  "e_above_lowest_kj_mol": 0.00,
  "charge": 2,
  "energy_ev": -77775.1848,
  "multiplicity": 6,
  "species": ["Ir", "C", "C", "C", "C", "C", "C", "C", "C", "C", "H", "H", "H", "H", "H", "H", "H", "H", "H", "H", "H", "H", "H", "H", "H", "P", "P", "N", "N", "N", "N", "C", "C", "C", "C", "C", "C", "C", "C", "C", "C", "C", "C", "C", "C", "C", "C", "C", "C", "H", "H", "H", "H", "H", "H", "H", "H", "H", "H", "H", "H", "H", "H", "H", "H", "H", "H", "H", "H", "F", "C", "C", "F", "C", "F", "C", "O", "C", "F", "C", "F"],
  "xyz": [[-0.55625, 1.21828, -4.68711], [-1.86543, 1.77875, -6.04252], [-1.52007, 0.35359, -6.18591], [-0.54796, -0.10556, -7.24776], [0.82371, 0.59529, -7.13753], [1.12045, 1.13594, -5.75101], [0.77118, 2.50921, -5.37684], [0.12839, 3.39027, -6.41344], [-1.26871, 2.85922, -6.89682], [1.00941, 0.38338, -1.67073], [-2.88045, 1.98091, -5.68304], [-2.31952, -0.34737, -5.92168], [-0.97722, -0.00905, -8.25836], [-0.39966, -1.18335, -7.09994], [1.61040, -0.14129, -7.37850], [0.90764, 1.39152, -7.88598], [2.01552, 0.70661, -5.28521], [1.50077, 2.97395, -4.70624], [0.80001, 3.52988, -7.27449], [-0.01683, 4.38737, -5.97173], [-1.95666, 3.71548, -6.83577], [-1.21849, 2.56956, -7.95243], [0.47711, 1.01460, -2.43148], [1.63886, 1.02006, -1.04221], [0.27124, -0.13932, -1.05488], [1.94810, -0.85709, -2.48729], [-1.67488, -0.62423, -2.80489], [3.21897, -0.03952, -3.25323], [2.63766, -1.84718, -1.34605], [-3.26726, 0.49496, -2.86769], [-2.75056, -1.70707, -1.95013], [0.97538, -1.67079, -3.75836], [-0.47062, -2.03514, -3.34362], [3.44929, 1.33793, -3.13917], [4.75565, 1.60439, -3.49400], [5.36120, 0.35726, -3.88296], [4.40416, -0.62887, -3.74314], [3.41211, -1.28781, -0.30926], [4.20586, -2.28745, 0.21131], [3.90863, -3.49877, -0.49474], [2.96389, -3.20183, -1.45478], [-3.22455, 1.70284, -2.17775], [-4.31674, 2.48232, -2.54044], [-5.04430, 1.74610, -3.52198], [-4.35393, 0.54329, -3.72072], [-4.12159, -1.99465, -2.04824], [-4.53145, -2.68375, -0.91182], [-3.37888, -2.85249, -0.08383], [-2.31540, -2.24837, -0.72518], [1.53022, -2.57482, -4.07224], [0.95280, -0.97892, -4.62717], [-1.01771, -2.35810, -4.24304], [-0.45436, -2.82793, -2.58209], [2.65570, 1.99215, -2.81592], [5.21734, 2.58300, -3.46663], [6.38649, 0.24145, -4.21725], [4.44604, -1.68148, -3.95633], [3.32149, -0.24137, -0.07968], [4.93493, -2.15239, 0.98939], [4.34447, -4.46554, -0.29423], [2.49627, -3.80017, -2.21731], [-2.41401, 1.89311, -1.49204], [-4.53960, 3.45940, -2.13182], [-5.95048, 2.04222, -4.03091], [-4.58222, -0.29127, -4.37090], [-4.69180, -1.70456, -2.91740], [-5.53644, -3.03153, -0.71244], [-3.32613, -3.36864, 0.86423], [-1.27112, -2.18884, -0.46495], [-1.89283, -0.46208, 5.17334], [-1.80228, -0.26720, 3.84774], [-2.64968, 0.65230, 3.22610], [-3.53288, 1.35711, 3.96028], [-2.56434, 0.85934, 1.87339], [-3.40254, 1.70206, 1.24399], [-1.59952, 0.17770, 1.06915], [-1.53779, 0.32167, -0.18532], [-0.75801, -0.76098, 1.75310], [0.13946, -1.48759, 1.02279], [-0.84628, -0.96994, 3.10509], [-0.02065, -1.84298, 3.72830]],
  "forces_ev_per_a": [[-0.94, -1.60, 7.02], [-1.38, -0.60, -2.09], [-1.72, 0.65, -2.29], [0.06, -0.62, 0.03], [0.53, -0.40, -0.56], [1.38, 0.83, -1.18], [2.09, 0.12, -1.70], [-0.42, 0.72, -0.14], [0.07, 1.15, -0.42], [-0.21, 0.42, 0.01], [0.19, -0.17, 0.32], [0.26, 0.19, 0.10], [0.11, 0.13, 0.34], [-0.05, 0.12, -0.08], [-0.33, 0.36, -0.05], [0.01, -0.07, 0.20], [-0.34, 0.27, 0.11], [-0.47, -0.02, 0.17], [-0.13, -0.06, 0.25], [0.09, -0.30, -0.17], [0.19, -0.30, -0.26], [-0.05, -0.08, 0.18], [0.48, -0.43, 0.66], [-0.08, -0.17, -0.06], [0.03, 0.28, 0.03], [1.53, 0.85, -0.33], [-2.62, -0.38, 0.08], [0.03, -0.23, -0.27], [-0.40, 0.13, -0.06], [0.04, 0.59, -0.93], [0.60, -0.83, 0.63], [-0.50, -0.40, -0.02], [0.40, -0.23, 0.09], [1.02, 0.27, 0.02], [-1.05, -0.54, 0.15], [-0.96, -0.28, 0.22], [0.55, 0.90, 0.07], [0.61, -0.93, 0.20], [-0.91, 0.80, -0.69], [-0.71, 0.48, -0.70], [0.79, -0.40, 0.56], [-0.55, 1.21, -0.44], [1.11, -0.54, 0.36], [0.87, -0.86, -0.16], [0.28, 0.60, -0.14], [-0.24, -0.34, 0.88], [0.67, 0.75, -1.28], [0.97, 0.57, -0.46], [-0.76, -0.99, -0.15], [-0.29, 0.30, -0.01], [0.30, -0.34, 0.57], [0.32, -0.37, 0.31], [-0.28, 0.17, -0.28], [0.18, 0.04, 0.06], [-0.06, -0.18, -0.11], [-0.31, -0.15, 0.02], [0.07, -0.15, 0.12], [0.13, 0.03, 0.11], [-0.03, -0.05, 0.15], [-0.08, 0.04, -0.13], [0.00, -0.18, 0.09], [-0.25, 0.03, 0.05], [-0.09, -0.19, -0.08], [-0.02, -0.11, 0.18], [-0.05, 0.22, 0.05], [0.10, -0.11, 0.33], [0.18, 0.00, -0.11], [-0.02, 0.07, -0.08], [-0.18, -0.08, 0.06], [0.14, 0.23, -1.69], [-0.14, -0.10, 1.72], [-1.06, 1.08, 0.36], [0.81, -0.82, -0.60], [-0.99, 0.88, -0.23], [0.86, -0.77, 0.74], [0.08, -0.31, -1.60], [0.17, 0.28, 1.66], [0.94, -0.94, 0.21], [-0.78, 0.94, 0.73], [1.14, -1.03, 0.04], [-0.97, 0.93, -0.64]]
}



{
  "formula": "C33H35N5O2RbSTe",
  "method": "ωB97M-V with the def2-TZVPD basis set",
  "e_above_lowest_kj_mol": 50.52,
  "charge": 1,
  "energy_ev": -65115.3347,
  "species": ["Rb", "C", "C", "C", "C", "C", "C", "C", "C", "C", "H", "H", "H", "H", "H", "H", "H", "H", "H", "H", "H", "H", "C", "O", "C", "O", "N", "N", "H", "H", "H", "H", "H", "H", "N", "C", "C", "C", "C", "C", "C", "N", "C", "C", "C", "S", "C", "N", "H", "H", "H", "H", "H", "H", "H", "Te", "C", "C", "C", "C", "C", "C", "C", "C", "C", "C", "C", "C", "H", "H", "H", "H", "H", "H", "H", "H", "H", "H"],
  "xyz": [[0.32632, 0.15391, 0.32335], [1.92696, 1.63435, 3.71357], [0.49920, 1.39013, 3.31296], [-0.23663, 2.38078, 2.66757], [-1.55574, 2.17136, 2.27356], [-2.33106, 3.25299, 1.57650], [-2.13395, 0.93210, 2.53542], [-1.42464, -0.08240, 3.17169], [-2.05419, -1.42332, 3.42056], [-0.10829, 0.16201, 3.55450], [2.62427, 1.33363, 2.92612], [2.19091, 1.06707, 4.60516], [2.10561, 2.69010, 3.91463], [0.22049, 3.34830, 2.48449], [-3.39110, 3.20186, 1.82323], [-2.24748, 3.15905, 0.49142], [-1.96267, 4.24015, 1.85306], [-3.17119, 0.76482, 2.26330], [-1.67770, -1.87355, 4.33828], [-1.83030, -2.11755, 2.60550], [-3.13821, -1.34555, 3.49788], [0.45280, -0.61768, 4.05847], [0.89649, -5.73614, 1.02772], [1.30425, -4.37998, 1.21952], [0.62500, -3.37331, 0.67333], [0.99393, -2.23205, 0.85027], [-0.47921, -3.68922, -0.06514], [-1.17395, -2.63265, -0.67768], [1.57633, -6.32945, 1.63103], [1.01479, -6.02384, -0.01867], [-0.12505, -5.89170, 1.37776], [-0.61132, -4.62929, -0.40327], [-2.16763, -2.79775, -0.57742], [-0.91906, -2.57604, -1.65964], [-1.86347, 2.88453, -3.32207], [-3.09985, 2.50342, -2.82923], [-4.39824, 2.86348, -3.17626], [-5.41083, 2.27910, -2.44356], [-5.14381, 1.37137, -1.40389], [-3.85212, 1.02325, -1.06944], [-2.81540, 1.60367, -1.80083], [-1.44103, 1.44826, -1.66819], [-0.92428, 2.22056, -2.58722], [0.51577, 2.36998, -2.82648], [1.09723, 3.11045, -3.81179], [2.79374, 2.96957, -3.71418], [2.61329, 1.94925, -2.36796], [1.38973, 1.70362, -1.99869], [-1.69601, 3.53470, -4.06873], [-4.61365, 3.56242, -3.97229], [-6.43929, 2.52410, -2.67141], [-5.97142, 0.94203, -0.85612], [-3.64277, 0.33072, -0.26425], [0.62984, 3.70427, -4.57791], [3.47047, 1.51782, -1.87183], [2.19178, -1.89296, -2.22525], [2.70846, -1.73603, -4.24963], [3.94316, -1.18037, -4.58133], [4.30739, -1.03244, -5.91172], [3.43876, -1.43619, -6.91544], [2.20948, -1.98591, -6.58949], [1.84155, -2.13663, -5.25925], [3.05331, -3.73252, -1.70569], [2.61886, -4.90144, -2.32925], [3.15222, -6.12667, -1.95628], [4.09736, -6.19128, -0.94153], [4.51910, -5.03140, -0.31207], [4.00678, -3.79964, -0.69898], [4.62456, -0.87164, -3.79896], [5.26968, -0.60606, -6.16261], [3.72356, -1.32325, -7.95303], [1.53299, -2.30115, -7.37298], [0.87638, -2.56124, -5.01349], [1.87606, -4.85162, -3.11586], [2.82864, -7.03033, -2.45699], [4.51136, -7.14630, -0.64601], [5.25872, -5.08014, 0.47605], [4.34539, -2.89568, -0.20975]],
  "forces_ev_per_a": [[-0.26, 0.63, -0.19], [0.11, 0.03, 0.05], [-0.05, 0.00, -0.01], [-0.01, 0.09, 0.00], [0.07, -0.02, 0.02], [-0.05, 0.07, -0.02], [-0.05, -0.01, -0.01], [0.06, 0.04, -0.03], [-0.05, -0.10, 0.01], [0.00, -0.03, 0.05], [-0.04, -0.02, -0.01], [-0.01, 0.00, 0.01], [-0.01, 0.00, 0.01], [0.00, 0.00, 0.02], [0.00, -0.01, 0.01], [0.02, -0.02, -0.01], [0.00, 0.00, 0.01], [0.00, 0.00, -0.01], [0.00, 0.01, 0.01], [0.02, 0.02, -0.02], [0.00, 0.01, 0.00], [-0.01, -0.01, 0.01], [0.05, 0.00, 0.01], [-0.05, 0.02, 0.03], [-0.03, -0.14, -0.13], [0.32, -0.55, 0.33], [-0.03, 0.04, 0.06], [0.06, -0.17, 0.03], [-0.02, 0.00, -0.02], [-0.04, -0.03, 0.00], [0.00, -0.01, -0.02], [0.02, 0.06, -0.02], [0.02, 0.03, -0.05], [-0.04, 0.03, 0.02], [-0.13, -0.10, 0.11], [0.01, 0.13, -0.15], [0.00, -0.06, 0.06], [-0.06, -0.04, 0.04], [0.02, 0.03, -0.03], [-0.01, 0.02, -0.02], [0.06, -0.07, 0.12], [-0.11, 0.03, -0.09], [0.23, 0.04, -0.04], [-0.19, -0.04, 0.07], [0.04, -0.08, 0.04], [-0.03, 0.13, -0.14], [-0.03, -0.28, 0.23], [0.16, 0.23, -0.26], [0.02, 0.00, 0.01], [0.02, 0.02, -0.02], [0.00, 0.01, -0.01], [-0.02, 0.00, 0.00], [0.02, -0.01, 0.00], [-0.01, 0.03, -0.04], [0.04, 0.01, 0.00], [-0.33, 0.36, 0.27], [0.33, -0.05, -0.07], [-0.01, -0.01, -0.07], [-0.01, 0.00, 0.04], [0.05, 0.02, -0.04], [-0.06, -0.02, -0.03], [-0.06, 0.01, 0.01], [-0.04, -0.25, -0.19], [0.07, -0.01, 0.03], [-0.04, 0.00, -0.05], [0.04, -0.05, 0.02], [0.02, 0.04, 0.02], [-0.01, 0.03, 0.03], [0.01, 0.00, 0.01], [0.01, 0.00, -0.01], [-0.01, 0.00, -0.01], [-0.01, 0.00, 0.00], [0.00, -0.01, 0.02], [-0.01, -0.01, -0.02], [0.00, 0.00, 0.00], [0.00, -0.01, -0.01], [0.01, 0.00, 0.01], [0.00, 0.01, 0.00]]
}